Density functional theory data (ωB97M-V/def2-TZVPD) for a cluster of 2 separate species, C3H5Cl3 in total.

Each line ends with the Mulliken charge.
Geometry (Å):
C: -0.6269 -1.0838 0.6484  -1.016
C: 0.0721 1.0270 -0.7541  -0.426
C: 0.1987 0.0362 0.3502  0.281
Cl: -1.2432 2.2216 -0.3198  -0.173
Cl: 1.2504 0.6394 1.4899  -0.029
Cl: 2.1913 -1.0703 -1.0375  -0.436
H: -0.1712 -1.9054 1.2091  0.334
H: -1.3377 -0.5578 1.1958  0.432
H: -1.0884 -1.4205 -0.2249  0.292
H: 1.0575 1.5338 -0.7890  0.409
H: -0.3025 0.5798 -1.7679  0.331

Values from the calculation:
- lowest unoccupied orbital energy (spin up / spin down) (eV) = -1.9462 / -1.9458
- E (a.u.) = -1497.80890
- relative energy (zero: lowest compared OMol25 entry of this formula, charge and spin) (eV) = 2.183
- orbital gap (spin up / spin down) (Eh) = 0.2767 / 0.2768

Density functional theory data (ωB97M-V/def2-TZVPD) for a cluster of 2 separate species, C5H9NO in total.

Each line ends with the Mulliken charge.
Geometry (Å):
C: -0.1618 0.5746 0.2949  -0.718
N: 0.5707 -0.6407 0.7134  -0.317
C: -0.1530 -1.8298 0.4628  0.673
C: 0.3583 -3.0882 1.1532  -0.951
O: -0.9313 -1.6555 -0.4583  -0.638
H: -0.6128 0.1167 -0.6023  0.426
H: -0.6538 1.1870 1.1253  0.215
H: 0.5801 1.2863 -0.0532  0.178
H: 1.0459 -0.6140 1.7490  0.255
H: 0.9313 -2.9091 2.0690  0.318
H: 1.0627 -3.2447 0.3046  0.253
H: -0.5011 -3.8076 1.0206  0.294
C: 0.1503 3.4801 -1.7654  -0.416
C: -0.9445 3.9057 -1.9562  -0.170
H: 1.2853 3.4196 -1.6503  0.329
H: -2.0261 3.8196 -2.4070  0.268

Values from the calculation:
- lowest unoccupied orbital energy (eV) = 0.8560
- E (a.u.) = -325.76099
- SMILES = CNC(C)=O.C#C
- relative energy (zero: lowest compared OMol25 entry of this formula, charge and spin) (eV) = 4.805
- orbital gap (Eh) = 0.3776

Density functional theory data (ωB97M-V/def2-TZVPD) for an isolated molecule of C3H4N2O2.

Each line ends with the Mulliken charge.
Geometry (Å):
N: 1.7795 0.1358 0.5624  -0.483
C: 0.5031 0.0927 0.1688  0.363
C: -0.7823 -0.0907 0.8522  -0.488
C: -1.5601 0.0029 -0.3001  0.539
O: -2.7938 0.1441 -0.2737  -0.659
O: -0.9322 -0.1959 -1.4914  -0.255
N: 0.3179 -0.2273 -1.1847  -0.148
H: 2.2702 0.6383 -0.1740  0.285
H: 1.8555 0.3181 1.6381  0.292
H: -1.3315 0.3475 1.7787  0.267
H: 0.6737 -1.1654 -1.5764  0.289

Values from the calculation:
- lowest unoccupied orbital energy (eV) = 0.4063
- E (a.u.) = -376.59762
- SMILES = Nc1cc(=O)o[nH]1
- relative energy (zero: lowest compared OMol25 entry of this formula, charge and spin) (eV) = 4.522
- orbital gap (Eh) = 0.3352

Density functional theory data (ωB97M-V/def2-TZVPD) for a structure of composition C13H29BClO4SiTm.

Each line ends with the Mulliken charge.
Geometry (Å):
C: 0.2030 -3.8812 0.5178  -0.896
C: -0.0753 -3.4337 -1.0351  0.186
O: -0.7099 -4.5862 -1.7532  -0.529
C: -1.1055 -2.1700 -1.2100  -0.539
C: -1.2172 -1.1782 0.0903  0.230
O: -2.2481 -1.6078 1.0921  -0.679
B: -2.3841 -0.5248 2.1219  0.746
O: -2.0116 0.6817 1.3049  -0.751
C: -1.5696 0.4107 -0.1032  1.272
C: -2.8652 0.5376 -1.0994  -0.701
C: -4.1188 1.4294 -0.4552  -0.714
C: -3.7015 3.0007 -0.1634  -0.193
Cl: -5.2664 3.9667 0.1034  -0.192
C: -0.3083 1.4922 -0.2913  -0.623
C: 0.8648 0.8994 -1.2800  -0.314
O: 1.7183 0.0059 -0.4861  -0.200
Si: 3.1740 0.7899 0.0974  0.972
C: 4.6716 -0.0755 -0.7471  -0.988
C: 3.1755 2.7108 0.0096  -1.351
C: 3.3036 0.3450 2.0067  -0.969
H: -0.8275 -3.9463 1.0958  0.298
H: 0.7841 -4.9049 0.5431  0.457
H: 0.8755 -3.0491 1.0472  0.023
H: 0.9299 -3.2207 -1.6314  0.024
H: -0.5257 -5.3802 -1.1514  0.352
H: -0.8516 -1.6400 -2.2228  0.215
H: -2.1905 -2.6458 -1.3570  0.366
H: -0.2579 -1.1400 0.7787  -0.147
H: -1.7554 -0.7063 3.1256  -0.047
H: -3.5147 -0.2882 2.4359  0.001
H: -3.3524 -0.5202 -1.3548  0.237
H: -2.5084 0.9639 -2.1529  0.265
H: -4.6239 0.9004 0.4729  0.242
H: -4.9742 1.4789 -1.2863  0.447
H: -3.0970 3.0472 0.8545  0.160
H: -3.0618 3.3491 -1.0883  0.220
H: -0.7798 2.4447 -0.7993  0.161
H: 0.1139 1.8445 0.7674  0.099
H: 0.3010 0.2034 -2.0697  0.156
H: 1.4299 1.7032 -1.9142  0.410
H: 4.9701 0.3549 -1.8004  0.345
H: 5.5775 -0.1600 0.0066  0.311
H: 4.3333 -1.2021 -0.9520  0.283
H: 2.2237 3.1965 -0.4677  0.427
H: 4.1715 3.0448 -0.5545  0.490
H: 3.2751 3.1626 1.1023  -0.018
H: 3.0073 -0.7767 2.1841  0.246
H: 4.4180 0.5212 2.3942  0.261
H: 2.5470 1.0131 2.6167  0.161
Tm: 3.8336 3.5396 2.6576  1.792

Values from the calculation:
- lowest unoccupied orbital energy (spin up / spin down) (eV) = -10.3019 / -10.2593
- total charge = +2
- E (a.u.) = -2672.46934
- orbital gap (spin up / spin down) (Eh) = 0.1267 / 0.1195
- multiplicity = 3
- <S²> = 2.007

Density functional theory data (ωB97M-V/def2-TZVPD) for a structure of composition C6H8NO.

Each line ends with the Mulliken charge.
Geometry (Å):
C: -1.2969 -0.2894 1.8448  -0.503
C: -0.1108 -0.5927 2.3174  -0.302
C: 0.4467 1.4917 0.1000  0.505
C: 0.6688 1.0492 -1.2979  -0.473
C: -0.0413 -0.2882 -1.5069  -0.610
C: -0.1635 -0.1563 0.9134  -0.043
N: 0.0700 -1.0852 -0.2532  -0.079
O: 0.5427 2.4761 0.7191  -0.389
H: -2.3450 -0.1766 1.9737  0.390
H: 0.5103 -0.9113 3.1193  0.398
H: 0.2859 1.8020 -1.9887  0.343
H: 1.7476 0.9828 -1.4625  0.297
H: -1.1049 -0.1152 -1.6774  0.352
H: 0.3711 -0.8414 -2.3509  0.373
H: -0.5961 -1.8672 -0.2778  0.371
H: 1.0156 -1.4784 -0.1725  0.371

Values from the calculation:
- lowest unoccupied orbital energy (eV) = -3.3441
- total charge = +1
- E (a.u.) = -363.04942
- relative energy (zero: lowest compared OMol25 entry of this formula, charge and spin) (eV) = 1.303
- orbital gap (Eh) = 0.3583

Density functional theory data (ωB97M-V/def2-TZVPD) for a cluster of 2 separate species, C21H42NO5 in total.

Each line ends with the Mulliken charge.
Geometry (Å):
C: 7.4699 -1.4334 0.8576  -0.760
C: 6.6505 -1.3974 -0.5205  0.616
O: 7.0623 -0.6915 -1.4495  -0.523
O: 5.4439 -2.1453 -0.6294  -0.297
C: 4.4776 -1.4077 0.1868  -0.490
C: 3.0380 -2.0980 0.0704  -0.247
C: 2.2576 -1.4293 -1.1673  -0.769
C: 0.7517 -2.0486 -1.1915  -0.437
C: -0.3039 -0.9918 -1.7464  -1.275
C: -1.3144 -0.3440 -0.6911  2.875
C: -1.3445 1.2493 -1.0427  -2.016
C: 0.0324 1.9930 -0.7320  0.263
C: -0.1728 3.5944 -0.8912  -0.804
C: 1.0178 4.4082 -0.1503  -0.478
O: 0.6451 4.7042 1.2340  -0.539
C: -0.9296 -0.4502 0.8488  -1.483
C: -1.7546 -1.4871 1.7427  1.181
C: -1.9979 -0.7320 3.1665  -1.637
C: -0.8524 -2.7783 2.1666  -1.061
N: -3.1126 -1.8387 1.2622  0.483
O: -3.6135 -2.8155 2.0010  -0.574
C: -3.2110 -2.1275 -0.1868  1.714
C: -2.4932 -3.4655 -0.6870  -1.562
C: -4.8000 -2.3587 -0.4850  -1.263
C: -2.7984 -0.8635 -1.0678  -2.216
H: 6.8427 -1.8386 1.7292  0.277
H: 8.3706 -2.1126 0.6780  0.295
H: 7.7528 -0.3572 1.0862  0.271
H: 4.3562 -0.3244 -0.1666  0.269
H: 4.7757 -1.4237 1.2980  0.280
H: 3.1489 -3.2200 -0.1586  0.301
H: 2.4036 -1.9858 1.0071  0.095
H: 2.7428 -1.7212 -2.1684  0.359
H: 2.2596 -0.2901 -1.1325  0.097
H: 0.4925 -2.5434 -0.2058  0.188
H: 0.8084 -2.8993 -1.9662  0.406
H: 0.2940 -0.2000 -2.3300  0.580
H: -0.9202 -1.5321 -2.5549  0.310
H: -2.1428 1.7179 -0.3705  0.431
H: -1.6130 1.4141 -2.1482  0.334
H: 0.8469 1.6828 -1.4725  0.121
H: 0.4402 1.8379 0.3173  0.231
H: -1.1149 3.8394 -0.2797  0.400
H: -0.2668 3.8937 -1.9854  0.295
H: 2.0012 3.8112 -0.1817  0.237
H: 1.1341 5.4233 -0.6586  0.297
H: 0.2032 3.9045 1.6022  0.333
H: 0.1821 -0.6472 1.0594  -0.100
H: -1.1186 0.5897 1.3072  0.362
H: -1.0077 -0.6211 3.7412  0.345
H: -2.6992 -1.3082 3.8467  0.444
H: -2.4477 0.3046 2.9659  0.341
H: 0.2597 -2.6100 1.9254  0.111
H: -1.2470 -3.7524 1.7438  0.287
H: -0.8796 -2.9008 3.3102  0.388
H: -2.5449 -3.4453 -1.8375  0.352
H: -3.1131 -4.3664 -0.3609  0.452
H: -1.4015 -3.5671 -0.4041  0.115
H: -5.4548 -2.0873 0.3983  0.331
H: -4.9787 -3.4082 -0.8943  0.266
H: -5.1091 -1.6472 -1.3371  0.320
H: -3.5073 -0.0094 -0.7527  0.438
H: -2.9654 -0.9983 -2.1848  0.450
C: -2.5860 6.8250 -0.9046  -0.527
O: -2.7339 6.1709 0.3457  -0.494
H: -3.4530 6.6006 -1.5259  0.225
H: -2.5228 7.9049 -0.7484  0.289
H: -1.6811 6.4657 -1.4025  0.199
H: -1.9543 6.3865 0.8731  0.299

Values from the calculation:
- lowest unoccupied orbital energy (spin up / spin down) (eV) = 0.4247 / -0.2341
- E (a.u.) = -1256.05871
- relative energy (zero: lowest compared OMol25 entry of this formula, charge and spin) (eV) = 4.035
- orbital gap (spin up / spin down) (Eh) = 0.3451 / 0.3528
- multiplicity = 2
- <S²> = 0.754

Density functional theory data (ωB97M-V/def2-TZVPD) for a structure of composition C4H6N2.

Each line ends with the Mulliken charge.
Geometry (Å):
C: 0.9712 0.1805 -0.7244  -0.101
C: -1.0535 0.0778 1.2600  -0.253
C: -1.3261 -0.2787 -0.0383  -0.046
C: -0.3471 -0.3622 -0.8410  -0.467
H: 1.1836 1.0003 -1.6946  0.193
H: 1.7153 -0.5667 -0.9247  0.230
H: 2.0826 0.4882 1.0376  0.302
H: -1.4654 -0.4775 2.1286  0.280
H: -2.2528 -0.6554 -0.5211  0.315
H: -0.6112 -0.4248 -1.8701  0.308
N: 0.9012 0.8000 0.5053  -0.385
N: 0.2023 0.2183 1.6826  -0.375

Values from the calculation:
- lowest unoccupied orbital energy (eV) = 0.1305
- E (a.u.) = -265.31083
- relative energy (zero: lowest compared OMol25 entry of this formula, charge and spin) (eV) = 6.116
- orbital gap (Eh) = 0.3181

Density functional theory data (ωB97M-V/def2-TZVPD) for a cluster of 2 separate species, C2H4Cl3 in total.

Each line ends with the Mulliken charge.
Geometry (Å):
Cl: -6.0233 -0.8661 0.8297  -1.000
Cl: 1.1562 2.0732 0.6166  -0.188
C: 1.1642 0.2801 0.5250  -0.417
C: 0.3256 -0.2772 -0.5870  -0.439
Cl: 0.9348 0.1574 -2.1516  -0.182
H: 0.7440 0.0245 1.4978  0.287
H: 2.1938 -0.0486 0.3836  0.308
H: -0.7193 0.0184 -0.4918  0.343
H: 0.2241 -1.3619 -0.6223  0.289

Values from the calculation:
- lowest unoccupied orbital energy (eV) = 2.6902
- total charge = -1
- E (a.u.) = -1459.24899
- relative energy (zero: lowest compared OMol25 entry of this formula, charge and spin) (eV) = 0.730
- orbital gap (Eh) = 0.2261

What is the formula in the third record? C3H4N2O2